Entry i
{"formula": "C3H7N2O", "method": "the ωB97M-V functional and the def2-TZVPD basis", "elements": ["C", "C", "N", "C", "N", "H", "H", "H", "H", "H", "H", "H", "O"], "coordinates": [[2.3324, -0.8753, 0.6388], [1.5889, 0.1559, 1.1654], [0.3541, 0.3480, 0.4580], [0.3701, -0.4887, -0.5842], [1.5506, -1.2038, -0.5350], [3.4611, -1.1957, 0.8305], [1.8339, 0.8002, 2.0712], [-0.2952, 1.1613, 0.6483], [-0.3455, -0.5196, -1.4005], [1.6756, -1.8183, -1.3831], [-3.6818, 1.0389, -0.0573], [-4.8711, 1.4896, -0.8695], [-3.9731, 1.1076, -0.9828]], "nbo_charge": [-0.055, -0.053, -0.484, 0.275, -0.489, 0.311, 0.275, 0.480, 0.269, 0.470, 0.456, 0.484, -0.939], "e_lumo_ha": -0.137, "homo_ev": -14.41, "total_charge": 1, "gap_ha": 0.3929}

=====

Entry ii
{"formula": "C3H7N2O", "method": "the ωB97M-V functional and the def2-TZVPD basis", "elements": ["H", "N", "C", "C", "N", "C", "O", "H", "H", "H", "H", "H", "H"], "coordinates": [[-1.4672, -1.5594, 0.9728], [-2.0939, -1.1931, 0.2732], [-1.8160, -0.0269, -0.1032], [-0.7182, 0.8816, 0.1369], [0.4430, -0.0310, 0.3145], [1.5862, 0.0273, -0.2781], [2.5111, -0.7790, 0.0514], [-2.3526, 0.4660, -0.9536], [-0.4515, 1.5027, -0.7584], [-0.8676, 1.4655, 1.0740], [0.3086, -0.7150, 1.0576], [1.6633, 0.6465, -1.1515], [3.2548, -0.6851, -0.6354]], "nbo_charge": [0.315, -0.507, 0.100, -0.287, -0.472, 0.547, -0.562, 0.185, 0.238, 0.267, 0.432, 0.204, 0.541], "e_lumo_ha": -0.163, "homo_ev": -14.43, "total_charge": 1, "gap_ha": 0.3672}

=====

Entry iii
{"formula": "C3H7N2O", "method": "the ωB97M-V functional and the def2-TZVPD basis", "elements": ["C", "C", "C", "N", "N", "O", "H", "H", "H", "H", "H", "H", "H"], "coordinates": [[1.9712, 0.9649, -0.0005], [1.1501, 0.0494, -0.5277], [0.1607, -0.8418, 0.2051], [-1.1547, -0.4560, -0.1723], [-2.0525, 0.2848, 0.3724], [-3.0873, 0.4344, -0.2037], [1.9884, 0.8965, 1.0624], [2.5909, 1.6735, -0.4485], [1.2069, -0.0683, -1.6581], [0.2932, -1.7905, -0.1162], [0.3045, -1.0389, 1.3328], [-1.3594, -0.8150, -1.1806], [-2.0122, 0.7070, 1.3349]], "nbo_charge": [-0.293, -0.252, -0.303, -0.258, 0.275, -0.223, 0.190, 0.234, 0.224, 0.248, 0.255, 0.462, 0.441], "e_lumo_ha": -0.228, "homo_ev": -14.57, "total_charge": 1, "gap_ha": 0.3077}

=====

It comes down to entry i, which is 28.2 kcal/mol more stable than the next structure.

=====

Entry i
{"formula": "C3H2N4", "method": "the ωB97M-V functional and the def2-TZVPD basis", "elements": ["N", "C", "C", "N", "C", "N", "N", "H", "H"], "coordinates": [[-2.3779, 0.0260, 2.6101], [-1.3216, 0.0537, 1.9369], [-0.1461, -0.0336, 0.9196], [-0.0150, -1.1542, 0.0349], [0.5462, -0.6138, -1.1679], [0.7523, 0.6395, -1.0052], [0.2437, 1.1234, 0.2312], [0.9486, -1.1887, -2.0622], [1.3698, 1.1478, -1.4976]], "nbo_charge": [-0.268, 0.251, 0.205, -0.453, 0.194, -0.331, -0.243, 0.233, 0.411], "e_lumo_ha": 0.000, "homo_ev": -10.71, "gap_ha": 0.3935}

=====

Entry ii
{"formula": "C3H2N4", "method": "the ωB97M-V functional and the def2-TZVPD basis", "elements": ["N", "C", "C", "C", "N", "N", "N", "H", "H"], "coordinates": [[-0.5555, 2.5975, -1.7330], [-0.5450, 1.6223, -1.1109], [-0.3845, 0.4887, -0.2457], [0.6282, -0.4458, -0.2791], [0.3786, -1.1861, 0.8175], [-0.6856, -0.7395, 1.5011], [-1.1516, 0.2830, 0.8716], [1.4451, -0.5996, -0.9705], [0.8643, -2.0063, 1.1406]], "nbo_charge": [-0.277, 0.262, -0.080, -0.033, -0.329, -0.033, -0.182, 0.247, 0.424], "e_lumo_ha": 0.017, "homo_ev": -10.45, "gap_ha": 0.4010}

=====

It comes down to entry ii, which is 41.3 kcal/mol more stable than the next structure.

=====

Entry i
{"formula": "C43H34N9O2PbS2Se", "method": "the ωB97M-V functional and the def2-TZVPD basis", "elements": ["Pb", "O", "C", "C", "C", "C", "C", "C", "C", "O", "N", "N", "C", "C", "C", "C", "C", "C", "N", "H", "H", "H", "H", "H", "H", "H", "H", "H", "H", "Se", "N", "C", "C", "C", "C", "C", "N", "C", "C", "N", "C", "C", "C", "C", "C", "N", "H", "H", "H", "H", "H", "H", "S", "C", "N", "C", "C", "N", "C", "C", "C", "C", "C", "C", "C", "C", "S", "C", "C", "C", "C", "C", "C", "C", "H", "H", "H", "H", "H", "H", "H", "H", "H", "H", "H", "H", "H", "H", "H", "H", "H", "H"], "coordinates": [[1.3204, -0.7019, 0.3592], [2.3116, 4.1960, 1.3512], [3.5570, 4.2004, 0.8637], [4.1978, 5.4274, 0.7413], [5.4736, 5.4778, 0.2283], [6.1611, 4.3174, -0.1817], [5.5519, 3.1068, -0.0622], [4.2347, 3.0146, 0.4744], [3.6031, 1.7633, 0.6748], [2.4447, 1.5625, 1.0850], [4.3706, 0.6107, 0.2841], [3.9387, -0.4836, 0.6720], [4.4394, -1.5644, 1.1389], [3.7982, -2.8942, 1.1699], [4.5641, -3.9806, 1.5473], [3.9660, -5.2369, 1.5534], [2.6326, -5.3466, 1.2062], [1.9294, -4.1925, 0.8696], [2.5061, -2.9944, 0.8485], [1.9867, 3.2801, 1.3839], [3.6735, 6.3212, 1.0519], [5.9612, 6.4405, 0.1333], [7.1594, 4.3935, -0.5876], [6.0618, 2.2058, -0.3745], [5.4236, -1.4642, 1.5894], [5.6042, -3.8529, 1.8216], [4.5407, -6.1120, 1.8273], [2.1344, -6.3061, 1.1893], [0.8812, -4.2377, 0.5968], [-3.3541, 2.7181, 5.9602], [-2.1824, 1.3871, 6.0024], [-1.7029, 1.2809, 4.7903], [-0.6960, 0.2874, 4.4123], [-0.1552, -0.6051, 5.3398], [0.7829, -1.5234, 4.9266], [1.1462, -1.5380, 3.5872], [0.6372, -0.6919, 2.6952], [-0.2688, 0.2279, 3.0900], [-0.7896, 1.1806, 2.0837], [-0.3173, 1.0949, 0.8278], [-0.7236, 1.9681, -0.0877], [-1.6456, 2.9703, 0.1908], [-2.1599, 3.0526, 1.4665], [-1.7262, 2.1497, 2.4380], [-2.2140, 2.1963, 3.8176], [-3.1106, 3.0524, 4.2343], [-0.4858, -0.5535, 6.3700], [1.2234, -2.2321, 5.6144], [1.8570, -2.2666, 3.2164], [-0.2741, 1.8807, -1.0716], [-1.9369, 3.6707, -0.5808], [-2.8809, 3.8125, 1.7433], [0.7379, -0.6246, -2.4060], [-0.9463, -0.6095, -2.3656], [-1.6407, 0.0260, -3.2725], [-3.1079, 0.1288, -3.1802], [-3.6858, -1.1607, -2.6967], [-3.0164, -1.5540, -1.4435], [-3.8573, -2.2148, -0.4079], [-4.0896, -1.3016, 0.7758], [-4.6690, -0.0491, 0.5859], [-4.9040, 0.7875, 1.6675], [-4.5735, 0.3675, 2.9512], [-4.0099, -0.8865, 3.1472], [-3.7637, -1.7163, 2.0602], [-1.7361, -1.3643, -1.2691], [-1.0202, -1.9985, 0.1153], [-0.9940, 0.7340, -4.4134], [-0.5361, -0.2340, -5.4789], [0.7946, -0.2675, -5.8656], [1.2041, -1.1282, -6.8764], [0.2851, -1.9650, -7.4907], [-1.0490, -1.9362, -7.1055], [-1.4582, -1.0689, -6.1060], [-3.4973, 0.3638, -4.1662], [-3.3611, 0.9520, -2.5075], [-3.5735, -1.9648, -3.4267], [-4.7444, -1.0296, -2.4912], [-3.3806, -3.1470, -0.1075], [-4.7960, -2.4595, -0.9017], [-4.9633, 0.2766, -0.4080], [-5.3751, 1.7504, 1.5143], [-4.7870, 1.0064, 3.7990], [-3.7788, -1.2285, 4.1483], [-3.3338, -2.7001, 2.2162], [-0.1555, 1.3124, -4.0285], [-1.7440, 1.4238, -4.7961], [1.5135, 0.3896, -5.3881], [2.2413, -1.1422, -7.1852], [0.6036, -2.6329, -8.2800], [-1.7708, -2.5744, -7.5982], [-2.5114, -1.0300, -5.8400]], "mulliken_charge": [1.274, -0.578, 0.388, -0.697, -0.293, -0.872, -0.341, -0.125, 1.323, -0.580, -0.412, 0.085, -0.529, 0.924, -0.750, -0.498, -0.739, -0.284, 0.063, 0.234, 0.486, 0.422, 0.451, 0.458, 0.460, 0.480, 0.464, 0.478, 0.431, 0.325, -0.881, 1.014, 0.695, -0.695, -1.182, -0.176, 0.456, -0.237, -0.465, 0.603, -0.863, -1.327, -0.491, 0.567, 0.377, -0.790, 0.608, 0.524, 0.342, 0.789, 0.616, 0.660, -0.059, 0.139, 0.310, -0.776, -0.749, 0.075, -2.135, 0.922, -0.078, -1.126, -0.383, -0.624, -0.232, 0.285, -0.044, -1.842, 1.111, -0.222, -0.791, -0.475, -0.865, -0.161, 0.603, 0.207, 0.324, 0.550, 0.625, 0.657, 0.408, 0.487, 0.535, 0.494, 0.451, 0.613, 0.588, 0.419, 0.403, 0.424, 0.427, 0.314], "e_lumo_ha": [-0.391, -0.391], "homo_ev": [-15.30, -15.30], "total_charge": 3, "gap_ha": [0.1717, 0.1716]}

=====

Entry ii
{"formula": "C43H34N9O2PbS2Se", "method": "the ωB97M-V functional and the def2-TZVPD basis", "elements": ["Pb", "O", "C", "C", "C", "C", "C", "C", "C", "O", "N", "N", "C", "C", "C", "C", "C", "C", "N", "H", "H", "H", "H", "H", "H", "H", "H", "H", "H", "Se", "N", "C", "C", "C", "C", "C", "N", "C", "C", "N", "C", "C", "C", "C", "C", "N", "H", "H", "H", "H", "H", "H", "S", "C", "N", "C", "C", "N", "C", "C", "C", "C", "C", "C", "C", "C", "S", "C", "C", "C", "C", "C", "C", "C", "H", "H", "H", "H", "H", "H", "H", "H", "H", "H", "H", "H", "H", "H", "H", "H", "H", "H"], "coordinates": [[0.3940, -0.2095, 0.2292], [-0.9840, 2.2068, -3.8114], [-1.5429, 1.1508, -4.4177], [-2.2347, 1.3926, -5.6046], [-2.8337, 0.3470, -6.2662], [-2.7685, -0.9705, -5.7796], [-2.0913, -1.2233, -4.6216], [-1.4592, -0.1690, -3.9125], [-0.7209, -0.4316, -2.7246], [-0.1602, 0.4393, -2.0072], [-0.6749, -1.7680, -2.2898], [0.1052, -1.9785, -1.3005], [0.7130, -3.0623, -0.9913], [1.3479, -3.3320, 0.2932], [1.9494, -4.5673, 0.4827], [2.4844, -4.8565, 1.7299], [2.4033, -3.9024, 2.7292], [1.8058, -2.6831, 2.4451], [1.2860, -2.4002, 1.2519], [-0.5471, 1.9173, -2.9942], [-2.2838, 2.4043, -5.9806], [-3.3676, 0.5455, -7.1863], [-3.2499, -1.7701, -6.3233], [-2.0285, -2.2299, -4.2332], [0.7678, -3.8171, -1.7701], [1.9915, -5.2853, -0.3245], [2.9462, -5.8162, 1.9170], [2.7783, -4.0988, 3.7233], [1.7156, -1.9263, 3.2110], [-4.0247, 2.2083, 6.4144], [-4.4219, 1.6097, 4.7856], [-3.2909, 1.2943, 4.2092], [-3.2058, 0.7535, 2.8558], [-4.3336, 0.5114, 2.0663], [-4.1737, 0.0149, 0.7907], [-2.8864, -0.2130, 0.3190], [-1.8112, 0.0124, 1.0718], [-1.9500, 0.4734, 2.3262], [-0.7261, 0.6867, 3.1169], [0.4488, 0.3731, 2.5501], [1.5810, 0.5837, 3.2181], [1.5948, 1.1046, 4.5049], [0.3936, 1.4245, 5.1055], [-0.7944, 1.2135, 4.4071], [-2.1051, 1.5231, 4.9706], [-2.2703, 2.0231, 6.1685], [-5.3155, 0.7198, 2.4713], [-5.0216, -0.1899, 0.1533], [-2.7170, -0.5778, -0.6865], [2.4994, 0.3172, 2.7081], [2.5354, 1.2434, 5.0185], [0.3513, 1.8320, 6.1072], [2.9795, 0.4710, -0.1963], [3.0370, 2.0896, 0.3032], [4.1699, 2.6149, 0.6836], [4.2661, 4.0088, 1.1462], [3.3402, 4.8777, 0.3509], [1.9918, 4.2974, 0.3917], [0.8398, 5.2294, 0.4846], [0.1817, 5.1018, 1.8391], [0.9386, 5.2431, 2.9995], [0.3381, 5.1503, 4.2449], [-1.0316, 4.9330, 4.3371], [-1.7924, 4.8039, 3.1845], [-1.1855, 4.8794, 1.9373], [1.7964, 3.0054, 0.2902], [0.2303, 2.4342, 0.0941], [5.4430, 1.8365, 0.6712], [5.9868, 1.6931, -0.7282], [6.1961, 0.4293, -1.2641], [6.7171, 0.2926, -2.5441], [7.0159, 1.4185, -3.2942], [6.8138, 2.6863, -2.7608], [6.3082, 2.8224, -1.4792], [5.2954, 4.3337, 1.0222], [4.0232, 4.0323, 2.2121], [3.6509, 4.9766, -0.6923], [3.2977, 5.8699, 0.7936], [0.1462, 5.0115, -0.3273], [1.2407, 6.2278, 0.3168], [1.9990, 5.4635, 2.9393], [0.9291, 5.2852, 5.1407], [-1.5062, 4.8909, 5.3080], [-2.8644, 4.6696, 3.2532], [-1.7816, 4.7847, 1.0374], [5.2402, 0.8625, 1.1173], [6.1209, 2.3802, 1.3276], [5.9696, -0.4512, -0.6747], [6.8954, -0.6924, -2.9524], [7.4197, 1.3117, -4.2914], [7.0726, 3.5641, -3.3364], [6.1981, 3.8170, -1.0611]], "mulliken_charge": [1.052, -0.620, 0.498, -0.776, -0.289, -0.889, -0.373, -0.089, 1.093, -0.627, -0.570, 0.200, -0.564, 0.993, -0.937, -0.415, -1.014, -0.325, 0.196, 0.301, 0.493, 0.416, 0.450, 0.475, 0.482, 0.490, 0.472, 0.492, 0.653, 0.363, -0.886, 0.929, 0.472, -0.540, -1.159, -0.139, 0.118, -0.072, -0.346, 0.368, -0.745, -1.582, -0.421, 0.732, 0.479, -0.845, 0.613, 0.508, 0.496, 1.039, 0.580, 0.614, 0.003, 0.188, 0.176, -0.748, -0.789, -0.021, -2.024, 0.859, -0.117, -0.966, -0.577, -0.666, -0.185, 0.393, 0.173, -1.998, 1.159, -0.158, -0.842, -0.481, -0.908, -0.143, 0.600, 0.269, 0.326, 0.545, 0.671, 0.655, 0.450, 0.494, 0.472, 0.514, 0.472, 0.649, 0.642, 0.457, 0.414, 0.428, 0.436, 0.336], "e_lumo_ha": -0.368, "homo_ev": -14.86, "total_charge": 3, "gap_ha": 0.1781}

=====

It comes down to entry ii, which is 5.8 kcal/mol more stable than the next structure.